Here is a molecular structure, C31H42N8O8Pt in a non-equilibrium geometry from the Open Molecules 2025 dataset. Energies are from ωB97M-V/def2-TZVPD.

## Properties
E_HOMO: -7.210 eV
Relative energy (zero: lowest compared OMol25 entry of this formula, charge and spin): 0.918 eV
Orbital gap: 7.29 eV

```
! RIJCOSX wB97M-V def2-TZVPD def2/J DEFGRID3
* xyz 0 1
Pt -1.5754 0.5093 -1.7853
N 0.9262 0.8065 -1.3742
C 1.0355 2.2190 -1.0289
C 2.4000 2.8486 -1.3762
C 2.8657 2.7487 -2.8334
C 2.4132 3.8903 -3.7654
N 0.9938 3.9310 -4.1120
C 0.3825 3.1178 -4.9583
N 1.0500 2.4122 -5.8845
N -0.9509 3.0391 -4.9191
C -0.1225 3.0585 -1.6000
O 0.0081 4.2748 -1.6411
O -1.1884 2.4682 -2.0664
H 1.3557 0.2080 -0.6830
H 1.2829 0.5725 -2.2906
H 0.9077 2.2856 0.0553
H 3.1410 2.3513 -0.7466
H 2.3856 3.8982 -1.0783
H 2.6005 1.7812 -3.2736
H 3.9585 2.7740 -2.8344
H 2.9982 3.8714 -4.6867
H 2.6263 4.8497 -3.2959
H 0.4062 4.3920 -3.4201
H 2.0533 2.4239 -5.8829
H 0.5814 1.5782 -6.2315
H -1.3950 3.2016 -4.0171
H -1.3859 2.3332 -5.5022
O 0.4203 -0.3754 -4.0382
N -0.6221 -0.0216 -4.5736
O -0.6904 0.1875 -5.7994
O -1.6821 0.1731 -3.8967
C 2.9445 -5.1095 -2.1194
C 2.1568 -5.4248 -0.8565
N 1.0925 -4.4561 -0.5942
C 1.3144 -3.4675 0.4536
C 2.4315 -2.4894 0.1190
C -0.0611 -4.6081 -1.2920
O -0.2346 -5.5103 -2.0937
C -1.1511 -3.5964 -1.0619
C -2.3197 -3.9406 -0.3978
C -3.3143 -2.9883 -0.2625
C -3.1109 -1.7181 -0.7702
N -1.9798 -1.3922 -1.4078
C -1.0262 -2.3163 -1.5658
H 3.6905 -5.8843 -2.3002
H 3.4594 -4.1514 -2.0416
H 2.2744 -5.0777 -2.9775
H 2.8060 -5.4350 0.0207
H 1.6992 -6.4097 -0.9476
H 1.5440 -3.9943 1.3848
H 0.3889 -2.9244 0.6282
H 3.3993 -2.9880 0.0551
H 2.5045 -1.7246 0.8939
H 2.2428 -2.0036 -0.8409
H -2.4434 -4.9401 -0.0012
H -4.2420 -3.2103 0.2449
H -3.8343 -0.9191 -0.6762
H -0.1532 -1.9954 -2.1206
C 2.4217 -1.3339 5.1238
C 1.4488 -0.1853 5.0704
C 1.5872 0.8763 5.9561
C 0.7092 1.9486 5.9095
C -0.3103 1.9740 4.9769
C -0.4796 0.9060 4.0949
N -1.4596 0.9101 3.0930
C -2.7042 1.5064 3.1137
C -3.3329 1.8542 4.3180
C -4.5829 2.4408 4.3235
C -5.2598 2.6925 3.1363
C -4.6716 2.3102 1.9467
C -3.4127 1.7150 1.9044
C -2.9117 1.2893 0.5551
O -3.6487 1.3422 -0.4335
O -1.7014 0.8308 0.4577
C 0.4022 -0.1846 4.1426
C 0.2310 -1.3337 3.1841
H 3.2345 -1.1173 5.8153
H 2.8579 -1.5388 4.1436
H 1.9367 -2.2547 5.4577
H 2.3952 0.8661 6.6775
H 0.8344 2.7818 6.5894
H -0.9635 2.8322 4.9058
H -1.1635 0.6764 2.1490
H -2.8382 1.6427 5.2550
H -5.0363 2.6989 5.2728
H -6.2342 3.1614 3.1427
H -5.1775 2.4558 1.0018
H -0.7978 -1.3997 2.8314
H 0.4969 -2.2834 3.6488
H 0.8727 -1.2134 2.3034
*
```

=====

Here is a molecular structure, C31H43Cl13N3O5P in a non-equilibrium geometry from the Open Molecules 2025 dataset. Energies are from ωB97M-V/def2-TZVPD.

## Properties
E_HOMO: -8.358 eV
Orbital gap: 6.56 eV

```
! RIJCOSX wB97M-V def2-TZVPD def2/J DEFGRID3
* xyz 0 1
N -0.6869 0.2225 3.5644
C -0.0213 0.2174 2.5450
O 0.3892 0.2132 1.1967
C 0.7653 1.5195 0.7356
C 1.4293 1.6069 -0.5333
C 1.7797 0.3639 -1.4669
C 0.5502 -0.6201 -1.7861
C 0.9090 -2.0368 -1.0554
N 1.9454 -2.7862 -1.8527
C 2.9167 -3.4908 -0.9308
C 4.3215 -2.6942 -0.8758
C 5.0105 -2.3913 -2.2582
C 6.3414 -1.5970 -2.3485
C 6.9779 -1.1330 -0.9943
C 6.3554 -1.4368 0.3877
C 4.9971 -2.2321 0.4494
O 4.4315 -2.5190 1.7377
C 1.8954 3.0747 -1.0307
O 1.8732 3.4372 -2.2311
C 2.4493 4.0290 0.1571
C 3.6655 5.0033 -0.1809
C 4.9946 4.0742 -0.1923
O 5.9282 4.2520 0.6196
Cl 5.2012 2.7099 -1.4047
C 1.8079 3.9284 1.4414
P 2.4016 4.9515 2.9380
N 1.1753 5.3825 3.8901
C 0.5618 2.8927 1.5139
O -0.4642 3.2549 2.1281
H 2.6938 -0.2066 -1.0403
H 2.1467 0.7866 -2.4781
H -0.4466 -0.2527 -1.3261
H 0.4043 -0.8581 -2.8946
H 1.4428 -1.7260 -0.0752
H -0.0173 -2.6651 -0.8241
H 1.4523 -3.5076 -2.3985
H 2.5128 -3.6085 0.1334
H 3.1505 -4.5206 -1.4027
H 4.4842 -2.7859 -3.2055
H 6.7974 -1.4017 -3.3748
H 7.9578 -0.5295 -1.0547
H 6.9141 -1.0779 1.3263
H 4.0504 -1.6712 2.0707
H 3.5298 5.4309 -1.2348
H 3.8312 5.8415 0.5713
H 3.0951 6.1403 2.5316
H 3.2848 4.1000 3.7061
H 1.3954 4.9206 4.7995
Cl -5.7805 5.5219 3.7299
C -4.6208 4.2781 3.1953
C -4.1370 4.5167 1.7795
Cl -5.4286 4.2641 0.5784
H -5.1017 3.3006 3.2972
H -3.7758 4.3149 3.8861
H -3.3378 3.8130 1.5376
H -3.7484 5.5291 1.6521
Cl 0.9533 -1.9235 -5.3934
C -0.4713 -1.7366 -6.4462
C -1.0524 -0.3386 -6.3801
Cl -1.7963 0.0069 -4.7992
H -1.2062 -2.4905 -6.1582
H -0.1432 -1.9538 -7.4647
H -1.8385 -0.2284 -7.1302
H -0.2920 0.4215 -6.5701
Cl 7.1676 -3.7588 -2.0384
C 7.8760 -5.2805 -1.4239
C 7.5204 -6.4711 -2.2928
Cl 5.7886 -6.8810 -2.1965
H 7.5374 -5.4191 -0.3951
H 8.9600 -5.1438 -1.4095
H 8.0725 -7.3527 -1.9595
H 7.7681 -6.2913 -3.3408
Cl -4.3242 0.9432 1.4131
C -4.6414 -0.2621 2.6859
C -5.8784 0.0773 3.4930
Cl -5.6458 1.5318 4.4977
H -3.7539 -0.3294 3.3188
H -4.7739 -1.2203 2.1869
H -6.1149 -0.7413 4.1737
H -6.7444 0.2441 2.8488
Cl -8.7068 1.3404 0.0887
C -8.9959 3.0117 0.6339
C -10.4732 3.3356 0.7297
Cl -11.2542 3.4003 -0.8703
H -8.4812 3.6856 -0.0530
H -8.5305 3.1089 1.6169
H -10.6077 4.3181 1.1869
H -11.0063 2.6018 1.3374
Cl -3.7851 -3.6222 0.6454
C -4.1011 -4.8306 1.9151
C -5.3390 -4.4997 2.7237
Cl -5.1139 -3.0487 3.7327
H -3.2143 -4.8966 2.5482
H -4.2325 -5.7913 1.4132
H -5.5704 -5.3238 3.4019
H -6.2062 -4.3345 2.0814
*
```

=====

Here is a molecular structure, C31H43FeO6P2Si from the Open Molecules 2025 dataset. Energies are from ωB97M-V/def2-TZVPD.

## Properties
E_HOMO (spin up / spin down): -8.507 / -9.520 eV
Relative energy (zero: lowest compared OMol25 entry of this formula, charge and spin): 0.200 eV
Orbital gap (spin up / spin down): 8.79 / 8.63 eV

```
! RIJCOSX wB97M-V def2-TZVPD def2/J DEFGRID3
* xyz 0 6
Fe 0.4594 -0.8254 0.5926
O -1.9019 -3.7449 0.3840
C -0.8690 -3.3168 -0.0656
O 0.0281 -2.6443 0.6263
C -0.4759 -3.6312 -1.4992
C -0.8792 -4.8767 -1.9731
C -0.5213 -5.3077 -3.2382
C 0.2399 -4.4881 -4.0600
C 0.6215 -3.2360 -3.6113
C 0.2663 -2.7925 -2.3359
P 0.7175 -1.0909 -1.8751
C 2.4037 -0.9022 -2.5203
C 2.7222 -0.0808 -3.5958
C 4.0383 0.0109 -4.0305
C 5.0348 -0.7153 -3.3971
C 4.7198 -1.5366 -2.3214
C 3.4105 -1.6260 -1.8812
C -0.3178 0.0052 -2.8791
C -0.2009 1.3729 -2.6335
C -0.9390 2.2788 -3.3755
C -1.8115 1.8250 -4.3552
C -1.9522 0.4640 -4.5834
C -1.2070 -0.4486 -3.8489
H -1.4733 -5.4995 -1.3184
H -0.8306 -6.2861 -3.5818
H 0.5314 -4.8197 -5.0479
H 1.2048 -2.5902 -4.2573
H 1.9477 0.4876 -4.0949
H 4.2820 0.6517 -4.8678
H 6.0591 -0.6404 -3.7381
H 5.4954 -2.1034 -1.8234
H 3.1657 -2.2663 -1.0401
H 0.4489 1.7303 -1.8434
H -0.8514 3.3379 -3.1691
H -2.3982 2.5318 -4.9278
H -2.6463 0.1073 -5.3332
H -1.3270 -1.5084 -4.0295
C 0.3430 -0.2292 3.9321
Si 2.0756 -0.5535 3.3054
C 2.5158 -2.3536 3.5813
C 3.2944 0.5457 4.2154
C 2.1539 -0.2222 1.4629
H 0.2969 -0.3389 5.0186
H -0.3780 -0.9356 3.5083
H -0.0105 0.7741 3.6799
H 2.4510 -2.6189 4.6390
H 3.5328 -2.5694 3.2446
H 1.8321 -3.0053 3.0313
H 3.2874 0.3357 5.2877
H 3.0414 1.6000 4.0814
H 4.3118 0.3940 3.8483
H 3.0257 -0.6968 1.0019
H 2.1793 0.8507 1.2373
C -4.1812 3.3606 0.7737
C -3.6715 2.1958 -0.0621
C -4.1618 2.2873 -1.4964
C -4.0591 0.8579 0.5522
O -2.2193 2.3145 -0.1766
P -1.2055 1.8465 0.9545
O -1.5819 2.2549 2.3164
O -0.9886 0.3322 0.7168
O 0.1661 2.4688 0.4218
C 0.6539 3.8051 0.7489
C 1.1998 3.7889 2.1695
C -0.4533 4.8370 0.5888
C 1.7647 4.0450 -0.2612
H -5.2710 3.3320 0.8239
H -3.8801 4.3072 0.3212
H -3.7759 3.3059 1.7831
H -5.2514 2.2426 -1.5229
H -3.7592 1.4622 -2.0859
H -3.8389 3.2270 -1.9476
H -5.1462 0.7674 0.5572
H -3.7048 0.7797 1.5805
H -3.6433 0.0317 -0.0250
H 0.4046 3.5501 2.8744
H 1.6185 4.7653 2.4191
H 1.9914 3.0423 2.2593
H -1.2468 4.6707 1.3172
H -0.8793 4.7882 -0.4144
H -0.0403 5.8345 0.7460
H 2.5183 3.2586 -0.1899
H 2.2456 5.0051 -0.0712
H 1.3626 4.0545 -1.2762
*
```